Molecular formula: C5H11N
Method: DFT, ωB97M-V with the def2-TZVPD basis set

Values from the calculation:
- Electronic energy: -6852.067 eV
- Energy above the lowest of the compared OMol25 structures with the same formula, charge and spin: 1.4612 eV
- Net charge: 0
- Kohn-Sham gap: 10.019 eV
- Structure (SMILES): CN1CC1(C)C
- F_max: 1.89 eV/Å

Geometry as XYZ:
```
17
Properties=species:S:1:pos:R:3:forces:R:3:lowdin_charge:R:1
N -0.329022 -0.583685 -0.964774 0.7 0.1 1.3 -0.09
C -0.032780 0.506660 0.019530 1.4 -0.8 -1.0 -0.55
C 0.993106 0.117487 -1.028649 -0.3 0.0 -0.3 -0.09
C -0.196044 -1.965792 -0.429852 0.2 0.6 0.3 -0.11
C 0.210812 0.216124 1.476236 -1.0 0.4 1.2 -0.05
C -0.829207 1.741554 -0.240797 -0.3 -0.1 0.2 -0.05
H -0.323651 2.595469 0.170749 0.3 0.5 0.3 0.07
H 0.704338 -0.718868 1.699615 -0.1 -0.4 -0.2 0.05
H -0.177686 -2.591880 -1.316595 0.4 -0.3 0.1 0.07
H -1.807915 1.661248 0.254115 0.1 0.1 -0.4 0.09
H 1.894643 -0.504788 -0.787392 -0.9 0.7 0.0 0.11
H -0.811790 0.229277 1.959887 1.1 -0.2 -0.2 0.10
H -0.914600 1.901108 -1.308113 -0.4 0.0 -0.2 0.08
H 1.137045 0.800429 -1.902447 -0.2 -0.7 0.8 0.11
H 0.829730 0.953343 2.035491 -0.5 0.0 -0.8 0.09
H 0.737496 -2.055514 0.208822 -1.0 -0.4 -0.8 0.08
H -1.084473 -2.302171 0.154174 0.6 0.6 -0.3 0.09
```
Forces are in eV/Å.


Molecular formula: CH3ClO3S
Method: DFT, ωB97M-V with the def2-TZVPD basis set

Values from the calculation:
- Electronic energy: -30584.454 eV
- Energy above the lowest of the compared OMol25 structures with the same formula, charge and spin: 0.2006 eV
- Net charge: 0
- Kohn-Sham gap: 11.006 eV
- F_max: 4.30 eV/Å

Geometry as XYZ:
```
9
Properties=species:S:1:pos:R:3:forces:R:3:lowdin_charge:R:1
Cl 3.075445 0.893205 -2.772716 0.3 -0.1 0.0 0.27
S 2.501422 0.316178 -0.871114 -0.5 0.8 -1.0 0.65
O 2.342133 1.530078 -0.104366 0.9 0.0 0.5 -0.47
O 0.972139 0.046802 -1.405463 1.0 -0.2 -0.8 -0.39
O 0.534798 -0.885991 0.576645 -1.2 -2.2 -2.7 0.01
C 0.135408 0.120805 -0.287236 1.7 -0.3 0.7 -0.33
H 0.274101 1.087557 0.155655 -0.7 0.5 0.3 0.11
H 0.813111 -0.557665 1.362295 1.3 1.6 3.8 0.04
H -0.773905 -0.139482 -0.667778 -2.8 -0.1 -0.8 0.11
```
Forces are in eV/Å.


Molecular formula: C4H11NO2
Method: DFT, ωB97M-V with the def2-TZVPD basis set

Values from the calculation:
- Electronic energy: -9910.941 eV
- Energy above the lowest of the compared OMol25 structures with the same formula, charge and spin: 1.3005 eV
- Net charge: 0
- Kohn-Sham gap: 10.008 eV
- Structure (SMILES): C[C@H](O)CNCO
- F_max: 1.14 eV/Å

Geometry as XYZ:
```
18
Properties=species:S:1:pos:R:3:forces:R:3:lowdin_charge:R:1
O -0.193620 -0.250834 -2.987345 0.0 0.2 0.3 -0.06
O -0.810238 1.204157 1.276027 -0.2 0.2 0.3 -0.03
N -1.129880 -0.679315 -0.802023 -0.3 0.2 0.2 -0.05
C 0.336224 0.494430 0.851223 -0.4 0.5 -0.7 -0.47
C 1.331572 0.267564 1.949774 0.9 -0.4 0.5 -0.06
C -0.051494 -0.805983 0.161067 -0.1 -0.2 0.2 -0.20
C -0.977480 0.239598 -1.880539 0.0 -0.2 -0.5 -0.28
H 1.673274 1.174412 2.448182 -0.3 0.2 -0.2 0.08
H 0.766848 1.178853 0.103601 0.2 -0.2 0.2 0.14
H -0.574690 1.166636 -1.498595 0.2 0.3 0.1 0.11
H -1.377252 -1.596790 -1.140929 -0.2 0.0 -0.1 0.12
H 0.999196 -0.410360 2.744189 -0.3 0.0 -0.2 0.09
H -1.941078 0.490869 -2.321805 -0.1 -0.3 0.0 0.12
H -1.433740 0.593884 1.684204 0.0 0.0 -0.1 0.10
H -0.410098 -1.486281 0.937106 0.0 -0.1 0.1 0.12
H 2.228738 -0.198538 1.536147 0.1 0.0 -0.1 0.08
H 0.826888 -1.279099 -0.268559 0.5 0.0 -0.1 0.12
H 0.736830 -0.103204 -2.791719 0.0 -0.1 0.0 0.07
```
Forces are in eV/Å.


Molecular formula: C23H24N2O5S2
Method: DFT, ωB97M-V with the def2-TZVPD basis set

Values from the calculation:
- Electronic energy: -59128.392 eV
- Energy above the lowest of the compared OMol25 structures with the same formula, charge and spin: 1.5670 eV
- Net charge: 0
- Kohn-Sham gap: 8.313 eV
- Structure (SMILES): Cc1ccc(-c2nc(S(=O)(=O)c3ccccc3)c(SCC(=O)NC[C@H]3CCCO3)o2)cc1
- F_max: 1.46 eV/Å

Geometry as XYZ:
```
56
Properties=species:S:1:pos:R:3:forces:R:3:lowdin_charge:R:1
S -1.153033 3.650104 0.021717 -0.1 0.3 0.0 1.05
S -2.197718 -0.120858 0.098817 0.0 0.5 0.2 0.75
O 0.421699 2.321882 -1.593200 0.1 0.1 0.0 0.08
O -1.657283 -0.566108 1.367758 0.1 -0.5 -0.4 -0.31
O -3.416191 0.643131 0.167925 -0.1 -0.1 -0.4 -0.29
O 0.876222 0.233927 5.935435 0.1 0.2 0.0 -0.10
O -0.340965 3.787844 3.262194 0.1 0.4 0.2 0.06
N -0.403388 1.589005 2.730288 0.0 -0.4 0.2 0.08
N -0.150812 0.189779 -1.585686 1.0 0.0 -0.7 0.17
C 1.854279 -0.425768 -3.603689 -0.1 0.2 0.2 -0.01
C -1.495766 -2.562613 -0.906964 0.1 -0.2 0.1 -0.06
C -2.379983 -1.507337 -1.004132 0.1 0.5 0.4 -0.30
C 0.847822 -1.176812 5.968085 -0.1 -0.3 0.0 -0.21
C 4.703095 0.132388 -6.028832 0.1 0.0 0.0 -0.05
C -1.905492 3.088478 1.585678 0.4 0.0 -0.1 -0.32
C 2.826903 -0.649975 -4.554915 0.0 0.1 0.0 -0.03
C 1.669178 0.857650 -3.086991 0.5 0.2 -0.4 -0.15
C 3.441800 1.663704 -4.492324 0.0 -0.1 -0.1 -0.03
C 2.472877 1.903967 -3.539816 -0.2 -0.2 0.1 -0.01
C -1.080087 -0.489773 4.776806 0.1 0.1 0.1 -0.12
C -0.955061 0.855467 -0.712429 -0.1 0.5 -0.1 -0.30
C -0.622438 -1.547310 5.784273 0.2 0.2 0.0 -0.15
C -2.601648 -3.590715 -2.770602 0.0 0.0 0.0 -0.07
C -0.109159 0.685852 5.018852 -0.2 0.3 -0.4 -0.31
C -3.371263 -1.467768 -1.963493 -0.1 0.1 0.0 -0.05
C -0.596769 2.184732 -0.712662 -0.9 -0.6 0.6 -0.53
C -1.611087 -3.613984 -1.800489 0.0 0.0 0.1 -0.06
C 0.562321 1.172077 3.719035 0.2 0.1 0.5 -0.11
C 3.634075 0.387937 -5.013613 -0.1 0.1 0.1 -0.27
C 0.648195 1.084680 -2.094998 -0.9 -0.9 0.6 -0.27
C -3.483141 -2.523921 -2.852739 0.0 0.0 0.0 -0.06
C -0.813013 2.866376 2.632821 -0.3 -0.1 -0.4 -0.57
H -2.522962 3.931727 1.894707 0.0 -0.1 0.0 0.09
H 4.435944 -0.700811 -6.674227 0.0 0.0 -0.1 0.08
H 1.166948 0.364555 3.298673 0.0 0.0 0.0 0.13
H -0.929974 -4.449270 -1.742016 0.1 -0.1 0.0 0.11
H -0.982310 -0.862963 3.757177 0.0 0.0 0.0 0.09
H 1.222831 -1.223643 -3.245946 -0.1 -0.1 0.0 0.11
H -4.040867 -0.622576 -1.990991 -0.1 0.1 -0.1 0.12
H -0.921261 0.845349 2.273428 0.0 0.3 0.0 0.07
H -0.756922 -2.564262 5.423950 0.0 -0.1 0.0 0.11
H -2.524475 2.216453 1.389266 -0.1 0.1 0.1 0.05
H 4.060985 2.477786 -4.839937 0.1 0.1 0.0 0.11
H 2.328540 2.896030 -3.140511 0.0 0.1 0.0 0.12
H 1.203699 2.024639 3.952855 0.0 -0.2 -0.1 0.13
H 1.457115 -1.595173 5.152753 0.0 0.0 0.1 0.12
H 2.966097 -1.644569 -4.953137 0.0 -0.1 0.0 0.11
H 5.637587 -0.118020 -5.525527 0.1 0.0 0.0 0.09
H -2.115125 -0.193368 4.931008 0.0 0.0 -0.1 0.12
H -1.151697 -1.429994 6.730230 0.0 0.0 0.0 0.11
H -0.740864 -2.546609 -0.137880 0.1 -0.1 0.1 0.12
H -2.688632 -4.411432 -3.466991 0.0 -0.1 -0.1 0.11
H 1.268681 -1.491714 6.923764 0.0 0.0 -0.1 0.12
H 4.878104 1.014472 -6.639929 0.0 0.0 -0.1 0.08
H -4.253875 -2.513890 -3.608189 -0.1 0.0 0.0 0.11
H -0.611739 1.541250 5.485359 0.0 -0.1 -0.1 0.15
```
Forces are in eV/Å.


- Number 4 is which compound?
  C23H24N2O5S2


- electronic energy of number 3 (C4H11NO2)?
  -9910.941 eV